1.
{
  "formula": "C18H15F2N5OS",
  "method": "wB97M-V/def2-TZVPD",
  "homo_lumo_gap_ev": 8.2584,
  "homo_energy_ev": -7.92,
  "e_above_lowest_kcal_mol": 0.0,
  "molar_mass_g_mol": 387.415,
  "total_energy_ha": -1641.76748,
  "lumo_ev": 0.34,
  "smiles": "CCc1nc(-c2cc(-c3cc(F)c(CO)c(F)c3)c3c(N)ncnn23)cs1",
  "elements": ["C", "C", "C", "N", "C", "C", "C", "C", "C", "C", "C", "F", "C", "C", "O", "C", "F", "C", "C", "C", "N", "N", "C", "N", "N", "C", "S", "H", "H", "H", "H", "H", "H", "H", "H", "H", "H", "H", "H", "H", "H", "H"],
  "positions_angstrom": [[-1.11294, -6.46907, 3.27652], [-1.06322, -4.94007, 3.76852], [-1.39445, -3.98321, 2.62002], [-0.47815, -3.21871, 2.11962], [-1.05215, -2.30855, 1.21126], [-0.25609, -1.25197, 0.60483], [-0.78483, -0.15285, -0.14565], [0.31474, 0.65502, -0.55651], [0.10721, 1.86372, -1.40093], [-0.40427, 1.88894, -2.65277], [-0.75523, 3.12539, -3.37611], [-1.55314, 3.18763, -4.58512], [-0.49670, 4.37121, -2.74438], [-1.11056, 5.65387, -3.20019], [-1.94508, 6.19361, -2.24817], [0.24903, 4.34152, -1.55987], [0.73764, 5.43677, -1.09635], [0.44770, 3.11738, -0.91478], [1.52619, 0.07258, -0.08993], [2.97914, 0.37635, -0.17716], [3.41789, 1.47324, -0.81955], [3.84249, -0.30903, 0.46246], [3.42168, -1.47193, 1.15006], [2.18506, -1.82914, 1.12954], [1.16920, -1.06139, 0.66679], [-2.37751, -2.45541, 0.92072], [-2.98812, -3.86116, 1.90993], [-0.79373, -7.19277, 4.03425], [-0.51099, -6.74612, 2.33844], [-2.19760, -6.72002, 3.08763], [-0.03001, -4.68697, 4.05719], [-1.63786, -4.80229, 4.63254], [-1.79518, 0.02796, -0.27214], [-0.70533, 0.99436, -3.09404], [-0.24431, 6.32714, -3.41858], [-1.66441, 5.58519, -4.10051], [-2.56412, 5.56625, -1.98145], [1.01707, 3.13247, 0.04388], [4.34507, 1.67500, -0.56225], [2.81020, 2.28678, -0.78510], [4.19816, -2.08472, 1.51441], [-2.85249, -1.80702, 0.23294]],
  "nbo_charge": [-0.612, -0.445, 0.105, -0.425, 0.084, 0.122, -0.230, -0.097, -0.022, -0.266, 0.436, -0.346, -0.197, -0.085, -0.695, 0.432, -0.287, -0.297, 0.042, 0.448, -0.777, -0.544, 0.227, -0.256, -0.114, -0.386, 0.348, 0.216, 0.223, 0.203, 0.237, 0.222, 0.222, 0.226, 0.191, 0.191, 0.466, 0.218, 0.396, 0.392, 0.201, 0.235]
}



2.
{
  "formula": "C5H8O4",
  "method": "wB97M-V/def2-TZVPD",
  "homo_lumo_gap_ev": 8.5145,
  "homo_energy_ev": -8.49,
  "e_above_lowest_kcal_mol": 86.8,
  "molar_mass_g_mol": 132.115,
  "total_energy_ha": -496.16432,
  "lumo_ev": 0.02,
  "elements": ["C", "C", "C", "C", "C", "O", "O", "O", "O", "H", "H", "H", "H", "H", "H", "H", "H"],
  "positions_angstrom": [[-0.35678, 1.34109, -0.13704], [0.85398, -0.73161, -1.42096], [-0.43165, -1.02005, 1.06620], [-0.64800, -0.15290, -0.44258], [1.69944, -0.94508, -0.35308], [0.89942, 1.51904, 0.45386], [-1.35489, 1.86060, 0.69460], [-1.70210, -0.43316, -1.02081], [2.57332, -1.12530, 0.37187], [0.78401, 1.40098, 1.40788], [-2.20586, 1.62128, 0.29854], [-0.32323, 1.86796, -1.10092], [1.17487, 0.00433, -2.15358], [0.51376, -1.66486, -1.85696], [0.45141, -0.92346, 1.69812], [-1.24453, -0.55759, 1.62123], [-0.68316, -2.06126, 0.87362]],
  "nbo_charge": [0.300, -0.760, -0.786, 0.481, 0.918, -0.719, -0.716, -0.710, -0.386, 0.485, 0.497, 0.140, 0.297, 0.303, 0.198, 0.237, 0.221]
}



3.
{
  "formula": "C41H43Br2F6N3O6",
  "method": "wB97M-V/def2-TZVPD",
  "homo_lumo_gap_ev": 8.9883,
  "homo_energy_ev": -9.02,
  "e_above_lowest_kcal_mol": 0.0,
  "molar_mass_g_mol": 947.606,
  "total_energy_ha": -7950.75244,
  "lumo_ev": -0.04,
  "smiles": "C[N+](=O)[O-].C[N+](=O)[O-].C[N+](=O)[O-].Fc1ccccc1.Fc1ccccc1.Fc1ccccc1.Fc1ccccc1.Fc1ccccc1.Fc1ccccc1.BrCCBr",
  "elements": ["C", "N", "O", "O", "H", "H", "H", "C", "N", "O", "O", "H", "H", "H", "C", "N", "O", "O", "H", "H", "H", "F", "C", "C", "C", "C", "C", "C", "H", "H", "H", "H", "H", "F", "C", "C", "C", "C", "C", "C", "H", "H", "H", "H", "H", "F", "C", "C", "C", "C", "C", "C", "H", "H", "H", "H", "H", "F", "C", "C", "C", "C", "C", "C", "H", "H", "H", "H", "H", "F", "C", "C", "C", "C", "C", "C", "H", "H", "H", "H", "H", "F", "C", "C", "C", "C", "C", "C", "H", "H", "H", "H", "H", "Br", "C", "C", "Br", "H", "H", "H", "H"],
  "positions_angstrom": [[0.41043, 0.22902, 0.69107], [-0.07645, 0.06919, -0.69409], [-1.27144, 0.11074, -0.89372], [0.77132, -0.03255, -1.55773], [0.60473, 1.28954, 0.86430], [1.34332, -0.27971, 0.89289], [-0.40347, -0.04521, 1.34949], [3.70471, 3.20415, -0.85943], [4.03638, 2.50325, 0.41873], [3.11535, 1.93569, 0.98060], [5.16224, 2.56838, 0.84490], [3.98575, 2.49417, -1.63572], [4.33743, 4.08254, -0.91708], [2.65155, 3.44221, -0.86224], [-1.91896, -3.69536, -0.03177], [-0.45251, -3.68832, 0.16175], [0.18299, -4.59684, -0.33306], [0.02323, -2.82207, 0.87488], [-2.18525, -4.50701, -0.69035], [-2.17670, -2.72239, -0.44714], [-2.39267, -3.68579, 0.94688], [-1.16606, 2.72453, 1.92569], [-2.27944, 2.60784, 2.67336], [-2.75132, 1.37293, 3.05877], [-3.80345, 1.30070, 3.95814], [-4.44142, 2.45707, 4.38460], [-4.03919, 3.68118, 3.87842], [-2.89998, 3.77702, 3.08832], [-2.18440, 0.55225, 2.63026], [-4.09715, 0.30757, 4.27365], [-5.30089, 2.41634, 5.03997], [-4.54826, 4.59001, 4.17389], [-2.51131, 4.73393, 2.76376], [0.52543, 0.60050, 3.59265], [1.46341, 1.29954, 4.26127], [2.57430, 0.63618, 4.74433], [3.53047, 1.37223, 5.42619], [3.27407, 2.67694, 5.81105], [2.12839, 3.30421, 5.34472], [1.23856, 2.63622, 4.51915], [2.72848, -0.38914, 4.42668], [4.48394, 0.90458, 5.63861], [3.93861, 3.19474, 6.48788], [1.92779, 4.34054, 5.58709], [0.28214, 3.04662, 4.21626], [4.83781, 2.21972, -6.68459], [3.75631, 2.02154, -5.92028], [3.24474, 0.75260, -5.75319], [2.09383, 0.55122, -5.01686], [1.48980, 1.63544, -4.38854], [1.97889, 2.91643, -4.59397], [3.16740, 3.10034, -5.29545], [3.70798, -0.05647, -6.30932], [1.56671, -0.39188, -4.97361], [0.54993, 1.50972, -3.86519], [1.47716, 3.80413, -4.23067], [3.62541, 4.08248, -5.28277], [5.94768, -5.04584, 1.82892], [4.85241, -4.27151, 1.92387], [4.99958, -2.89827, 1.89582], [3.87659, -2.11071, 2.08813], [2.64098, -2.69547, 2.29810], [2.51486, -4.08017, 2.29414], [3.62116, -4.86794, 2.08266], [6.01003, -2.50819, 1.86971], [4.03073, -1.03899, 2.01666], [1.75672, -2.07834, 2.34620], [1.52127, -4.50390, 2.32737], [3.60144, -5.95188, 2.09353], [-3.96651, -0.68027, -1.02755], [-4.66363, -0.13563, -0.01233], [-5.45355, -0.96528, 0.75617], [-6.32592, -0.39222, 1.67056], [-6.31500, 0.98202, 1.86887], [-5.51771, 1.80539, 1.09975], [-4.66373, 1.22769, 0.16513], [-5.50361, -2.03792, 0.61618], [-6.98646, -1.04158, 2.22828], [-7.04692, 1.40366, 2.54839], [-5.47151, 2.87174, 1.27323], [-4.01975, 1.77827, -0.51513], [-6.40291, -0.94411, -4.56706], [-5.08484, -1.11342, -4.78619], [-4.19841, -0.38960, -4.01757], [-2.83755, -0.50362, -4.25449], [-2.42460, -1.27500, -5.33462], [-3.32317, -2.02645, -6.08176], [-4.67193, -1.99313, -5.76421], [-4.66273, 0.19808, -3.23567], [-2.12602, 0.04949, -3.65659], [-1.36828, -1.40693, -5.54586], [-2.92922, -2.66674, -6.85807], [-5.40606, -2.60621, -6.27135], [3.86427, -0.33593, -1.25168], [3.97928, -2.13372, -1.95904], [2.73021, -2.92662, -1.58639], [3.11104, -4.78756, -1.96988], [4.84220, -2.60017, -1.49556], [4.09527, -2.09082, -3.03676], [1.89236, -2.62068, -2.20742], [2.46126, -2.73498, -0.54992]],
  "lowdin_charge": [0.012, -0.414, 0.054, 0.001, 0.089, 0.071, 0.071, 0.036, -0.469, 0.004, 0.075, 0.054, 0.098, 0.096, 0.062, -0.413, 0.054, 0.038, 0.100, 0.087, 0.106, 0.053, -0.298, -0.022, -0.080, -0.099, -0.090, -0.016, 0.112, 0.112, 0.105, 0.106, 0.117, 0.049, -0.280, -0.009, -0.077, -0.093, -0.081, -0.013, 0.107, 0.108, 0.101, 0.105, 0.108, 0.067, -0.296, -0.020, -0.079, -0.100, -0.087, -0.023, 0.120, 0.105, 0.091, 0.104, 0.116, 0.060, -0.292, -0.016, -0.102, -0.113, -0.081, -0.021, 0.122, 0.095, 0.077, 0.101, 0.123, 0.040, -0.290, -0.017, -0.080, -0.110, -0.081, -0.015, 0.114, 0.105, 0.107, 0.108, 0.125, 0.056, -0.290, -0.023, -0.068, -0.099, -0.085, -0.020, 0.110, 0.093, 0.096, 0.103, 0.116, 0.756, -0.675, -0.703, 0.671, 0.038, 0.054, 0.050, 0.028]
}



4.
{
  "formula": "C7H12O3Y",
  "method": "wB97M-V/def2-TZVPD",
  "homo_lumo_gap_ev": 4.0070,
  "homo_energy_ev": -18.24,
  "e_above_lowest_kcal_mol": 9.5,
  "molar_mass_g_mol": 233.076,
  "total_energy_ha": -536.74192,
  "lumo_ev": -14.24,
  "charge": 3,
  "elements": ["C", "C", "H", "H", "H", "H", "H", "O", "C", "O", "O", "C", "C", "C", "C", "Y", "H", "H", "H", "H", "H", "H", "H"],
  "positions_angstrom": [[-2.11205, -2.79262, -0.64539], [-1.68143, -2.62803, -1.90883], [-2.68812, -2.01299, -0.14116], [-2.17988, -3.78845, -0.20236], [-1.92082, -1.72068, -2.46796], [-1.39960, -3.48690, -2.52276], [-0.25254, -2.26471, -0.58109], [0.31687, 4.59092, 2.16843], [0.29365, 3.77779, 1.19786], [-0.13355, 4.16228, 0.06858], [0.66668, 2.53872, 1.41507], [0.56198, 1.60230, 0.33647], [1.08803, 0.27446, 0.85153], [1.28509, -0.74906, -0.17634], [1.03138, -2.10578, -0.01060], [-0.46078, 6.50159, 0.92745], [1.15497, 1.95907, -0.51532], [-0.48888, 1.51641, 0.03197], [0.52101, -0.10749, 1.71102], [2.13727, 0.41534, 1.20283], [1.68947, -0.41845, -1.14090], [1.63876, -2.78907, -0.61344], [0.93249, -2.47462, 1.01494]],
  "nbo_charge": [-0.353, -0.322, 0.224, 0.251, 0.224, 0.249, 0.358, -0.777, 1.001, -0.795, -0.425, -0.071, -0.536, 0.217, -0.701, 2.631, 0.218, 0.216, 0.267, 0.308, 0.231, 0.303, 0.279]
}



5.
{
  "formula": "C9H10FeN2O4",
  "method": "wB97M-V/def2-TZVPD",
  "homo_lumo_gap_ev": [8.6527, 6.3734],
  "homo_energy_ev": [-16.88, -17.40],
  "e_above_lowest_kcal_mol": 2.5,
  "molar_mass_g_mol": 266.034,
  "total_energy_ha": -2022.28602,
  "lumo_ev": [-8.23, -11.03],
  "charge": 2,
  "multiplicity": 5,
  "elements": ["Fe", "C", "O", "C", "O", "C", "O", "C", "O", "C", "H", "H", "C", "H", "H", "C", "N", "C", "C", "N", "H", "H", "H", "H", "H", "H"],
  "positions_angstrom": [[-0.06664, -0.03656, -0.04940], [0.08800, 1.04194, 1.51708], [-0.01782, 1.43180, 2.62137], [0.01717, 1.62223, -0.81788], [-0.00612, 2.68580, -1.28966], [-1.95454, 0.07370, -0.15395], [-3.10016, -0.03700, 0.01583], [1.86886, -0.02770, -0.02313], [3.02000, 0.00268, -0.01380], [0.00309, -1.66131, -1.47214], [0.94420, -2.25318, -1.43735], [-0.93469, -2.25868, -1.44430], [0.00220, -0.37292, -2.13194], [-0.92537, -0.06973, -2.67586], [0.92874, -0.06351, -2.67455], [0.26657, -2.46287, 4.34266], [-0.99232, -2.13937, 3.62230], [-1.99494, -1.38925, 4.43091], [-0.88330, -1.77571, 2.35014], [-0.51801, -1.37862, 1.31943], [0.00781, -2.89956, 5.31841], [0.84069, -1.55330, 4.52042], [0.84499, -3.17710, 3.76749], [-1.64180, -0.37200, 4.61083], [-2.94836, -1.37612, 3.91140], [-2.11155, -1.89366, 5.40118]],
  "mulliken_spin": [3.524, 0.077, -0.017, 0.106, 0.004, -0.062, 0.012, -0.007, 0.005, 0.246, -0.004, 0.011, -0.057, 0.002, 0.009, 0.002, 0.069, 0.003, 0.058, 0.012, 0.000, 0.002, 0.001, 0.002, 0.001, 0.000]
}